(1)
DFT (the ωB97M-V functional and the def2-TZVPD basis) results for C18H14Br4NO5PdS2 as an isolated structure.

```
45
C18H14Br4NO5PdS2 (the ωB97M-V functional and the def2-TZVPD basis)
Br -5.05 -0.70 0.22
O 1.29 6.26 0.38
O -2.08 -0.26 0.30
H 4.15 0.77 1.04
C -0.87 1.68 2.80
H -3.01 4.42 2.67
H -3.15 3.37 4.10
C -0.02 6.76 0.14
C 3.12 3.19 0.16
O -0.21 1.90 -0.64
C -3.98 -3.37 -0.15
Br -3.27 -6.12 -0.47
C -2.39 -1.54 0.11
H 4.15 2.87 0.26
H -0.73 6.36 0.87
H 4.67 0.75 -0.65
Br -5.78 -3.94 -0.30
S -0.90 3.39 3.23
H 3.91 -0.69 0.04
C -3.07 2.29 2.20
H -0.53 4.34 -0.26
C 1.50 4.93 0.16
H -0.36 6.50 -0.87
C 2.14 2.23 -0.18
C 3.91 0.39 0.05
Pd -0.12 -0.05 -0.14
C -1.32 -2.47 0.06
C 2.84 4.52 0.32
C -3.69 -2.01 0.03
C 0.50 4.05 -0.15
C -2.94 -4.28 -0.21
C -2.71 3.47 3.11
C 0.78 2.66 -0.34
H -2.15 0.41 1.94
H -4.09 1.94 2.36
S 0.49 0.77 2.72
H 3.60 5.24 0.56
H 0.04 7.84 0.24
O 1.81 0.01 -0.92
Br -0.13 -5.00 -0.07
C -1.62 -3.82 -0.08
N -2.12 1.25 2.53
O -0.09 -2.00 0.22
H -2.96 2.57 1.15
C 2.54 0.86 -0.37
```

Output
E_HOMO (eV): -4.58
Orbital gap (eV): 6.9
Charge: -1
Energy (eV): -335943.5453

***

(2)
DFT (the ωB97M-V functional and the def2-TZVPD basis) results for C18H14BrMoN2O8S2 as an isolated structure.

```
46
C18H14BrMoN2O8S2 (the ωB97M-V functional and the def2-TZVPD basis)
Mo -0.02 -0.21 0.64
H -5.49 -0.48 3.15
C 4.83 0.07 2.85
H -2.23 0.12 -6.13
C -3.37 -0.83 3.34
O 0.26 3.18 -1.33
C -0.34 -0.14 -3.33
C -4.54 -0.51 2.64
N 1.41 1.10 1.71
H 6.00 -1.56 2.08
O 0.09 -1.10 2.19
H -5.36 -0.09 0.71
O 0.23 -2.67 -3.04
C 4.11 -1.42 1.08
C -4.47 -0.27 1.29
O 1.20 0.90 -0.85
S 0.09 1.79 -1.29
H -3.36 -1.11 4.38
C -0.99 -0.52 -4.49
C -2.19 -0.81 2.64
O 0.02 -1.39 -0.53
H 1.09 1.31 2.66
H -1.38 3.09 -3.15
H 2.23 -1.02 0.20
C 3.63 0.78 2.76
C -1.75 0.42 -5.20
C -1.26 2.08 -3.53
C 2.70 0.38 1.82
H 3.44 1.62 3.41
C -3.24 -0.30 0.63
C -1.87 1.71 -4.74
O 2.06 -1.05 -2.48
Br -3.24 -0.20 -1.23
C 5.06 -1.01 2.01
S 0.74 -1.39 -2.80
O -0.95 1.36 -0.17
O -0.64 -1.61 4.30
H 4.29 -2.27 0.44
H 5.57 0.37 3.57
H 1.55 2.00 1.25
N -2.10 -0.49 1.31
C -0.50 1.18 -2.81
C 2.92 -0.70 0.99
C -0.91 -1.24 3.24
H -2.44 2.44 -5.30
H -0.89 -1.52 -4.89
```

Output
E_HOMO (eV): -17.82
Orbital gap (eV): 5.1
Charge: +3
Energy (eV): -131791.3367

***

(3)
DFT (the ωB97M-V functional and the def2-TZVPD basis) results for C18H14BrNO2RuS5Te as an isolated structure.

```
43
C18H14BrNO2RuS5Te (the ωB97M-V functional and the def2-TZVPD basis)
Ru -0.03 -0.90 1.06
C -0.50 4.14 -1.51
C -1.00 2.61 -3.83
S 5.16 -2.71 3.41
H -1.18 2.03 -4.73
O -2.16 0.97 4.06
C 3.96 -1.51 -0.45
C -2.48 -2.03 4.28
C -1.38 2.28 -0.08
H -1.22 -0.05 -2.94
H 1.99 -1.76 -2.74
H -2.96 -4.03 4.89
C 4.47 -2.18 2.04
C -1.80 -1.28 3.34
S 4.31 -1.54 -2.14
H -2.98 -1.54 5.10
C -2.46 -3.42 4.16
H -1.70 -5.11 3.01
H 2.56 -0.07 -2.92
H 3.06 -1.30 -4.10
H 0.17 5.66 -2.84
C -0.50 3.89 -3.92
S 5.15 -2.40 0.46
C 2.92 -0.95 0.30
O -0.69 0.59 2.40
C -1.57 0.24 3.31
C -1.12 -3.20 2.24
C -1.03 2.85 -1.40
H -2.84 0.65 -2.91
H -0.30 4.72 -0.61
H -0.53 2.28 0.61
Br 0.07 -3.64 0.79
S 1.67 0.14 -0.15
C 2.81 -1.11 -3.05
C -1.76 -4.04 3.12
H -2.17 2.86 0.40
N -1.16 -1.88 2.34
S 2.96 -1.29 2.01
C -1.85 0.70 -2.45
C -0.23 4.66 -2.75
H -0.30 4.32 -4.90
Te -2.10 0.27 -0.34
C -1.28 2.07 -2.59
```

Output
E_HOMO (spin up / spin down) (eV): -13.83 / -13.83
Orbital gap (spin up / spin down) (eV): 4.0 / 4.0
Charge: +2
Energy (eV): -158554.1918

***

(4)
DFT (the ωB97M-V functional and the def2-TZVPD basis) results for C18H14CdClIN4O6S as an isolated structure.

```
46
C18H14CdClIN4O6S (the ωB97M-V functional and the def2-TZVPD basis)
H -2.47 -2.19 -1.68
C 3.55 0.24 0.42
H -5.36 0.95 -2.23
S -0.71 2.22 -1.82
C -3.30 1.48 -2.11
O 4.77 0.24 0.60
C -0.69 0.45 2.73
H 3.00 -1.52 -2.38
I 1.52 -3.60 -3.23
N 1.66 -0.87 -5.35
C 2.70 -1.81 -3.38
H -3.46 2.54 -2.24
O 5.35 0.34 2.99
C 4.26 0.36 3.73
C -2.78 -1.16 -1.79
Cd 1.03 0.63 -1.15
C -1.42 0.41 1.54
H 5.14 0.31 2.01
H -0.89 0.37 0.61
H 1.91 -1.71 -5.84
H -3.35 0.41 0.62
C -3.49 0.46 2.76
C -2.80 0.43 1.56
H 3.56 -2.09 -3.98
C -4.35 0.60 -2.12
C 1.70 0.42 3.61
C 1.91 -0.70 -4.04
O 2.99 0.09 -0.71
H 1.14 -0.16 -5.84
N 1.33 0.41 1.43
H -0.86 0.50 4.87
C -4.08 -0.76 -1.94
N 0.74 0.43 2.64
Cl 1.43 0.44 5.28
H -4.86 -1.50 -1.92
O 4.30 0.37 4.93
O -0.54 -0.77 -1.59
C 2.95 0.37 3.00
C 2.64 0.36 1.62
C -2.77 0.48 3.94
H -4.57 0.47 2.79
N -1.75 -0.28 -1.77
C -1.38 0.48 3.94
H -3.28 0.49 4.89
O 1.57 0.34 -3.47
C -1.97 1.07 -1.92
```

Output
E_HOMO (eV): -8.60
Orbital gap (eV): 8.5
Charge: 0
Energy (eV): -73162.6503

***

(5)
DFT (the ωB97M-V functional and the def2-TZVPD basis) results for the molecule C18H14F3N5O4S.

```
45
C18H14F3N5O4S (the ωB97M-V functional and the def2-TZVPD basis)
C -1.96 -0.80 1.74
C 5.13 -0.07 0.73
H 2.23 -1.01 -1.70
H -0.71 -3.27 3.65
C -1.72 3.11 -2.42
C 0.01 1.53 -1.86
N 1.66 -0.20 1.03
N -4.19 -1.60 4.32
H -2.88 2.78 -4.24
H -4.06 -2.00 5.22
H 1.52 -2.19 2.85
H -2.35 3.91 -2.06
N 0.61 -0.24 -3.08
H 1.05 1.84 0.61
C 1.63 1.06 0.18
H 0.63 -0.96 -3.79
H -0.91 0.44 0.48
F 5.72 0.94 0.05
N 2.86 -0.76 1.21
C -1.97 2.49 -3.63
C -0.80 -0.30 1.26
H -2.90 -0.35 1.46
C 0.46 -0.76 1.61
C 0.52 -1.78 2.56
H -0.59 3.10 -0.60
C 3.66 0.08 0.66
C -1.96 -1.83 2.69
S -3.46 -2.68 3.26
O -4.65 -2.70 2.35
O -3.26 -3.84 4.07
H 3.54 1.56 -0.83
C -0.68 -2.40 3.01
C -1.29 1.29 -3.89
F 5.36 -1.37 0.20
C 3.13 1.31 0.14
C 1.07 0.85 -1.16
F 5.57 -0.07 2.00
C -0.29 0.79 -3.01
O -1.97 1.21 -6.08
C 1.54 -0.21 -1.98
C -0.69 2.66 -1.55
H -5.11 -1.49 4.03
O -1.36 -0.65 -5.18
H 3.39 2.08 0.76
N -1.55 0.51 -5.07
```

Output
E_HOMO (eV): -8.68
Orbital gap (eV): 7.7
SMILES: NS(=O)(=O)c1ccc(N2N=C(C(F)(F)F)C[C@H]2c2c[nH]c3c([N+](=O)[O-])cccc23)cc1
Charge: 0
Energy (eV): -53515.7584

***

(6)
DFT (the ωB97M-V functional and the def2-TZVPD basis) results for C18H14F5IN2OZr as an isolated structure.

```
42
C18H14F5IN2OZr (the ωB97M-V functional and the def2-TZVPD basis)
F -2.90 -3.69 4.16
C -1.39 -3.47 2.35
C 2.22 -1.52 -1.28
C 1.62 3.83 1.55
H 1.54 -2.15 -1.87
H 4.37 0.98 0.71
C 3.54 -1.86 -1.00
C -0.98 -2.78 1.22
C 1.76 1.77 0.31
C 0.29 3.97 1.13
F -3.61 -0.24 0.97
C 2.35 2.73 1.14
C -1.68 -1.63 0.81
H -1.50 -0.22 -3.86
C 2.45 0.55 -0.13
C -2.53 -3.06 3.03
H -0.31 4.82 1.44
H 2.08 4.58 2.20
H 5.37 -1.19 -0.08
C 4.33 -0.95 -0.29
H -1.53 1.85 -2.07
I 0.89 1.29 -3.79
N 1.70 -0.35 -0.84
H -2.91 1.73 -3.06
H -3.06 -0.71 -3.21
C -0.27 3.01 0.31
H -1.31 3.05 -0.05
N 0.45 1.93 -0.10
H 3.38 2.56 1.45
O -1.19 -0.87 -0.15
F -4.43 -1.63 3.21
C -2.40 1.15 -2.28
C -3.30 -1.99 2.56
C -2.09 -0.28 -2.94
Zr -0.44 0.35 -1.48
H 3.92 -2.81 -1.34
F 0.12 -3.17 0.53
C -2.88 -1.29 1.45
H -1.71 -1.07 -2.22
C 3.79 0.25 0.15
F -0.68 -4.53 2.78
H -3.09 1.07 -1.43
```

Output
E_HOMO (eV): -14.74
Orbital gap (eV): 6.5
Charge: +2
Energy (eV): -46874.8451